The following is a DFT calculation (the ωB97M-V functional and the def2-TZVPD basis) of C27H34ClN4O7STl as an isolated structure.

- Kohn-Sham gap: 4.93 eV
- Energy above the lowest of the compared OMol25 structures with the same formula, charge and spin: 0.00 kJ/mol
- Total charge: -2

Last column: Löwdin charge in e.
Element x y z (Å)
Tl  -0.001841  -1.133254  0.650627  0.947
Cl  6.613877  -0.439131  -2.696513  0.559
S  -1.949054  -4.685842  0.947014  0.492
O  -3.280354  -0.129149  0.618309  -0.076
O  1.464090  1.760586  4.106627  -0.031
O  -3.928609  1.767944  -0.398045  -0.049
O  3.367174  -1.796333  0.174299  -0.202
O  -0.618131  0.764056  -1.461367  0.013
O  -1.037821  5.338505  1.633349  0.034
O  0.813942  -0.137459  3.086823  -0.167
N  -1.189674  1.213811  1.823014  0.111
N  -2.884924  -2.536060  2.267566  0.012
N  -1.332503  -0.789767  -2.977278  0.072
N  -1.172209  -3.510954  3.258704  -0.168
C  2.132592  1.941392  0.337961  0.085
C  -2.092788  1.878478  1.100916  -0.179
C  -1.109290  3.965482  1.694059  -0.295
C  5.518305  0.956645  -0.611704  -0.130
C  2.326021  -1.158637  -0.579899  -0.487
C  3.531331  -1.383625  1.513676  -0.112
C  2.812330  0.168168  -1.261661  -0.247
C  -3.194352  1.089665  0.353473  -0.650
C  -0.263123  1.900625  2.494297  -0.198
C  -0.753172  0.412338  -2.612806  -0.510
C  3.976968  -0.129862  -2.158688  -0.086
C  -3.641758  0.010288  -3.225491  -0.177
C  -0.533207  1.374805  -3.756913  -0.098
C  0.075745  -4.225394  3.339195  -0.075
C  0.775502  1.099314  3.313992  -0.653
C  -1.997667  -3.556402  2.191052  -0.929
C  -0.193660  3.287118  2.475900  0.033
C  -2.708874  -0.934485  -2.468803  -0.159
C  -3.120629  1.447923  -3.399338  -0.191
C  -2.545119  -1.610980  3.346549  -0.146
C  5.221892  0.144844  -1.779553  -0.660
C  4.511190  1.497898  0.087961  -0.074
C  -1.933661  1.605967  -4.380205  -0.187
C  3.113431  1.261212  -0.260985  -0.255
C  -2.074337  3.262392  0.993746  0.039
C  1.914615  -2.183277  -1.616122  -0.151
C  -1.329673  -2.270302  4.016308  -0.125
H  1.953142  0.470113  -1.863644  0.118
H  -0.427110  -1.661414  3.925552  0.086
H  -1.301956  -0.915551  -3.980734  0.119
H  -2.306755  -0.635150  2.924796  0.081
H  0.213370  -4.637764  4.343281  0.080
H  -2.082437  0.908474  -5.212853  0.096
H  -2.828229  3.737853  0.376933  0.113
H  2.744147  -2.615181  -2.199624  0.068
H  -1.728990  5.630635  1.031689  0.089
H  -0.122950  2.290849  -3.335157  0.118
H  4.236251  -0.550489  1.600707  0.069
H  -3.948027  2.057195  -3.771885  0.106
H  0.062816  -5.033296  2.612104  0.037
H  -2.868717  1.860556  -2.418773  0.096
H  1.097392  1.788773  0.057204  0.053
H  -2.703454  -0.725220  -1.400359  0.082
H  0.569695  3.790626  3.051012  0.120
H  1.410337  -3.027582  -1.130342  0.052
H  4.716818  2.142342  0.935912  0.111
H  0.907504  -3.547523  3.122189  0.090
H  0.175504  0.984025  -4.491797  0.113
H  -3.019149  -1.975345  -2.575537  0.119
H  3.947748  -2.231859  2.066942  0.079
H  -3.381471  -1.515348  4.043675  0.106
H  6.552847  1.131522  -0.344961  0.084
H  1.193363  -1.761083  -2.322115  0.055
H  2.589842  -1.074532  1.969348  0.043
H  -3.182342  -2.107961  1.397471  0.090
H  -1.512508  -2.494802  5.071984  0.113
H  -1.951637  2.605771  -4.820720  0.097
H  -3.839806  -0.398431  -4.228735  0.100
H  -4.594686  0.041611  -2.693672  0.109
H  3.802564  -0.723778  -3.047479  0.103
H  2.344311  2.653425  1.127542  0.073

Cartesian forces, eV/Å:
Tl 0.167 -0.127 0.150
Cl -0.010 0.021 -0.036
S -0.044 -0.063 0.042
O 0.056 -0.018 -0.099
O 0.001 0.006 0.024
O 0.136 -0.009 -0.086
O 0.019 -0.016 -0.062
O 0.043 -0.156 0.113
O 0.007 -0.050 0.030
O 0.006 0.004 -0.052
N -0.030 0.036 -0.078
N 0.050 -0.026 0.003
N 0.080 -0.082 0.035
N 0.044 -0.012 -0.039
C 0.052 0.029 -0.078
C 0.082 0.047 -0.167
C 0.030 0.096 0.011
C 0.076 -0.023 -0.049
C 0.033 0.196 0.162
C -0.014 -0.017 -0.088
C 0.035 -0.095 -0.047
C -0.244 -0.002 0.448
C -0.025 -0.037 0.071
C -0.011 0.254 -0.081
C -0.045 -0.120 -0.020
C -0.058 0.001 -0.069
C -0.044 -0.005 0.024
C -0.055 -0.054 0.060
C -0.013 0.059 -0.068
C -0.064 0.069 -0.154
C -0.043 -0.047 0.014
C 0.033 -0.138 0.087
C 0.151 0.075 -0.011
C 0.053 0.073 0.056
C 0.013 0.120 0.091
C -0.085 0.008 -0.004
C -0.042 -0.046 -0.095
C 0.070 -0.060 0.045
C -0.064 -0.095 0.058
C -0.056 -0.139 -0.134
C -0.031 -0.031 0.003
H 0.013 0.063 -0.032
H -0.039 0.047 0.030
H -0.039 0.011 -0.016
H 0.023 0.006 0.024
H -0.001 0.018 -0.003
H 0.026 0.022 -0.030
H 0.026 0.019 -0.017
H 0.043 0.027 0.071
H -0.025 0.027 -0.029
H 0.009 -0.002 -0.014
H 0.007 0.043 -0.006
H -0.009 -0.025 -0.008
H 0.008 0.006 -0.010
H -0.090 -0.005 -0.020
H -0.020 0.011 0.005
H -0.017 0.093 0.002
H 0.000 -0.001 -0.003
H 0.014 0.006 0.004
H -0.008 -0.019 0.016
H 0.021 -0.015 -0.007
H -0.022 -0.020 -0.014
H 0.002 0.018 -0.050
H -0.021 -0.003 0.005
H -0.013 0.018 -0.041
H -0.005 -0.014 0.004
H -0.021 0.049 -0.007
H -0.037 0.015 0.050
H -0.089 -0.025 -0.005
H 0.022 -0.014 -0.006
H -0.004 0.011 0.031
H -0.003 -0.029 0.022
H 0.015 0.043 0.034
H -0.010 0.003 0.018
H -0.017 -0.009 -0.007